1:
{
  "formula": "CI3O2S",
  "method": "ωB97M-V/def2-TZVPD",
  "symbols": ["C", "O", "O", "S", "I", "I", "I"],
  "xyz": [[-0.453, 0.308, 0.303], [0.546, -0.722, -1.856], [1.790, -1.025, 0.197], [1.096, -0.066, -0.671], [-1.423, 1.875, -0.823], [0.171, 1.028, 2.293], [-1.728, -1.397, 0.558]],
  "mulliken_charge": [-0.76, -0.57, -0.57, 0.63, 0.09, 0.07, 0.11],
  "charge": -1
}

2:
{
  "formula": "CI3O2S",
  "method": "ωB97M-V/def2-TZVPD",
  "symbols": ["C", "O", "O", "S", "I", "I", "I"],
  "xyz": [[1.480, -0.345, 0.230], [0.191, 1.530, -0.890], [-0.382, 1.134, 1.440], [-0.045, 0.563, 0.175], [1.685, -1.070, -1.786], [1.076, -1.882, 1.606], [-4.005, 0.070, -0.776]],
  "mulliken_charge": [-0.33, -0.48, -0.44, 0.85, 0.08, 0.07, -0.75],
  "charge": -1
}

Result of the stability comparison: 1 is the most stable of them.

1:
{
  "formula": "C4H8NO",
  "method": "ωB97M-V/def2-TZVPD",
  "symbols": ["C", "C", "C", "C", "N", "O", "H", "H", "H", "H", "H", "H", "H", "H"],
  "xyz": [[0.987, 0.268, 1.626], [0.517, 0.455, 0.433], [1.398, 0.792, -0.676], [-1.536, -0.943, -0.838], [-1.580, 0.366, -0.130], [-2.276, 0.222, 0.981], [0.375, 0.025, 2.511], [2.021, 0.174, 1.863], [0.952, 0.251, -1.597], [2.323, 0.264, -0.406], [1.311, 1.893, -0.727], [-1.378, -1.740, -0.062], [-2.453, -1.066, -1.526], [-0.661, -0.961, -1.452]],
  "mulliken_charge": [-0.90, 0.06, -0.83, -0.69, -0.08, -0.63, 0.27, 0.36, 0.17, 0.33, 0.19, 0.30, 0.27, 0.18],
  "charge": -1
}

2:
{
  "formula": "C4H8NO",
  "method": "ωB97M-V/def2-TZVPD",
  "symbols": ["C", "C", "C", "C", "N", "O", "H", "H", "H", "H", "H", "H", "H", "H"],
  "xyz": [[-0.723, 1.283, 1.202], [-0.043, -1.146, 0.649], [0.746, 1.488, 1.250], [-0.859, -0.748, -1.453], [0.117, -1.499, -0.579], [0.923, -2.338, -1.146], [-1.158, 1.341, 0.203], [0.722, -1.642, 1.394], [1.307, 0.962, 1.959], [1.196, 1.373, 0.231], [0.985, 2.620, 1.478], [-1.313, 0.127, -0.970], [-0.208, -0.491, -2.425], [-1.693, -1.330, -1.791]],
  "mulliken_charge": [-0.36, -0.73, -0.80, -0.60, 0.59, -0.78, 0.13, 0.17, 0.28, 0.23, 0.30, 0.04, 0.22, 0.31],
  "charge": -1
}

Result of the stability comparison: 1 is the most stable of them.

1:
{
  "formula": "H20O10",
  "method": "ωB97M-V/def2-TZVPD",
  "symbols": ["O", "H", "H", "O", "H", "H", "O", "H", "H", "O", "H", "H", "O", "H", "H", "O", "H", "H", "O", "H", "H", "O", "H", "H", "O", "H", "H", "O", "H", "H"],
  "xyz": [[-0.908, 1.124, -2.338], [-0.700, 1.695, -3.078], [-1.757, 0.742, -2.561], [-0.520, -0.671, 3.562], [-0.676, -0.732, 2.619], [-0.801, -1.519, 3.906], [3.626, -1.610, -0.623], [3.569, -2.466, -1.048], [2.928, -1.094, -1.026], [-0.403, -0.457, 0.662], [0.224, -0.794, 0.022], [-0.825, 0.280, 0.220], [0.323, 3.089, 1.947], [-0.365, 2.791, 1.351], [0.099, 4.000, 2.135], [1.685, -2.965, 1.051], [2.325, -2.365, 0.667], [1.813, -3.786, 0.577], [1.481, 0.055, -1.898], [0.566, 0.330, -1.955], [1.734, -0.126, -2.804], [-1.616, 2.054, -0.054], [-1.362, 1.779, -0.935], [-2.320, 2.688, -0.195], [-2.707, 1.472, 2.318], [-2.452, 1.491, 1.396], [-3.106, 2.328, 2.474], [-0.066, -2.525, -2.494], [0.234, -1.685, -2.149], [-0.024, -3.121, -1.746]],
  "mulliken_charge": [0.94, -0.28, -0.11, -0.61, 0.35, 0.31, -0.78, 0.33, 0.40, -0.89, 0.34, 0.32, -0.68, 0.36, 0.29, -0.63, 0.39, 0.27, -0.81, -0.01, 0.45, -1.13, 0.06, 0.31, -0.67, 0.39, 0.25, -0.76, 0.28, 0.31],
  "multiplicity": 2,
  "charge": -1,
  "s_squared": 0.75
}

2:
{
  "formula": "H20O10",
  "method": "ωB97M-V/def2-TZVPD",
  "symbols": ["O", "H", "H", "O", "H", "H", "O", "H", "H", "O", "H", "H", "O", "H", "H", "O", "H", "H", "O", "H", "H", "O", "H", "H", "O", "H", "H", "O", "H", "H"],
  "xyz": [[1.590, -0.977, -2.330], [1.760, -0.116, -1.947], [2.447, -1.279, -2.631], [-2.992, 1.251, -0.994], [-3.125, 0.328, -1.214], [-3.158, 1.299, -0.052], [-1.982, -1.706, -1.278], [-2.938, -1.754, -1.259], [-1.705, -2.123, -0.462], [1.283, 1.480, 2.384], [0.516, 1.585, 1.821], [0.921, 1.303, 3.252], [0.218, 0.580, 0.090], [0.579, -0.199, 0.514], [-0.718, 0.396, 0.007], [-0.151, 3.760, 0.863], [-0.881, 3.193, 0.614], [-0.137, 4.442, 0.192], [0.311, -3.634, -1.161], [1.045, -3.783, -1.757], [0.245, -2.681, -1.095], [-1.981, -0.219, 1.815], [-2.179, -0.085, 2.741], [-1.908, -1.168, 1.719], [2.614, 1.557, -1.087], [1.769, 1.413, -0.661], [2.778, 2.494, -0.985], [1.556, -1.855, 0.862], [1.875, -1.521, 1.700], [2.347, -1.982, 0.338]],
  "mulliken_charge": [-0.58, 0.32, 0.28, -0.76, 0.27, 0.32, -1.01, 0.39, 0.32, -0.63, 0.27, 0.32, -1.02, 0.38, 0.16, -0.66, 0.33, 0.28, -0.65, 0.32, 0.27, 0.28, -0.09, 0.03, -0.75, 0.39, 0.34, -0.66, 0.25, 0.31],
  "multiplicity": 2,
  "charge": -1,
  "s_squared": 0.75
}

Result of the stability comparison: 1 is the most stable of them.

1:
{
  "formula": "CN2O3",
  "method": "ωB97M-V/def2-TZVPD",
  "symbols": ["N", "C", "O", "O", "N", "O"],
  "xyz": [[1.411, 1.748, 0.276], [0.862, 1.038, -0.439], [0.278, 0.275, -1.256], [-0.733, -0.708, -0.578], [-0.531, -0.805, 0.731], [-1.287, -1.548, 1.266]],
  "mulliken_charge": [-0.31, 0.57, -0.21, 0.01, 0.29, -0.34],
  "smiles": "N#COON=O"
}

2:
{
  "formula": "CN2O3",
  "method": "ωB97M-V/def2-TZVPD",
  "symbols": ["N", "N", "O", "O", "C", "O"],
  "xyz": [[-0.110, -0.579, 2.262], [-0.747, -0.384, 1.356], [-1.417, -0.176, 0.395], [0.114, 0.592, -2.285], [0.754, 0.379, -1.337], [1.406, 0.168, -0.392]],
  "mulliken_charge": [-0.27, 0.78, -0.51, -0.38, 0.81, -0.42],
  "smiles": "N#[N+][O-].O=C=O"
}

Result of the stability comparison: 2 is the most stable of them.

1:
{
  "formula": "C2HCl2NO2",
  "method": "ωB97M-V/def2-TZVPD",
  "symbols": ["C", "C", "N", "O", "O", "H", "Cl", "Cl"],
  "xyz": [[0.300, -0.127, 0.222], [0.433, -1.318, 0.183], [0.573, -2.700, 0.128], [0.949, -3.261, 1.130], [0.306, -3.214, -0.935], [0.198, 0.920, 0.225], [4.963, 0.702, 0.343], [3.576, -0.637, -0.247]],
  "mulliken_charge": [-0.19, -0.08, 0.80, -0.46, -0.47, 0.41, -0.05, 0.04],
  "smiles": "C#C[N+](=O)[O-].ClCl"
}

2:
{
  "formula": "C2HCl2NO2",
  "method": "ωB97M-V/def2-TZVPD",
  "symbols": ["C", "C", "N", "O", "O", "Cl", "Cl", "H"],
  "xyz": [[-2.246, -1.059, 1.157], [0.329, 0.598, 0.112], [-2.121, -2.135, 0.846], [2.501, 0.683, -1.389], [1.491, 0.886, 0.250], [-2.788, 0.434, 1.406], [-0.587, 0.150, -1.132], [3.422, 0.443, -1.249]],
  "mulliken_charge": [0.36, 0.40, -0.30, -0.46, -0.25, -0.04, 0.00, 0.29]
}

Result of the stability comparison: 2 is the most stable of them.

1:
{
  "formula": "CH3O4S",
  "method": "ωB97M-V/def2-TZVPD",
  "symbols": ["C", "O", "O", "O", "O", "S", "H", "H", "H"],
  "xyz": [[0.254, -0.871, 0.370], [0.402, -0.586, -0.952], [-0.885, 1.465, -0.297], [-1.129, -0.921, 0.755], [1.432, 1.792, -0.964], [0.127, 1.168, -1.329], [0.569, -1.813, 0.804], [0.816, -0.115, 1.085], [-1.587, -0.119, 0.528]],
  "mulliken_charge": [-0.12, -0.43, -0.67, -0.55, -0.58, 0.57, 0.22, 0.21, 0.35],
  "charge": -1
}

2:
{
  "formula": "CH3O4S",
  "method": "ωB97M-V/def2-TZVPD",
  "symbols": ["C", "O", "O", "O", "O", "S", "H", "H", "H"],
  "xyz": [[1.315, -0.747, -0.588], [-1.919, 0.005, 1.928], [-1.703, 1.338, -0.114], [0.706, -0.873, -1.665], [0.293, 0.406, 0.784], [-1.209, -0.056, 0.616], [2.239, -0.127, -0.336], [1.217, -1.590, 0.068], [-0.938, 1.644, -0.694]],
  "mulliken_charge": [0.01, -0.62, -0.49, -0.58, -0.63, 0.60, 0.14, 0.25, 0.32],
  "charge": -1
}

Result of the stability comparison: 1 is the most stable of them.

1:
{
  "formula": "C2H3N4",
  "method": "ωB97M-V/def2-TZVPD",
  "symbols": ["C", "C", "N", "N", "N", "N", "H", "H", "H"],
  "xyz": [[2.474, -0.959, 0.154], [0.042, 0.002, 0.032], [3.459, 0.631, -0.113], [2.194, 1.040, -0.202], [3.686, -0.640, 0.160], [1.487, 0.041, -0.020], [-0.117, 0.991, 0.382], [-0.351, 0.175, -0.918], [-0.181, -0.818, 0.600]],
  "mulliken_charge": [0.41, -0.66, 0.08, -0.21, -0.12, 0.47, 0.37, 0.35, 0.31],
  "charge": 1
}

2:
{
  "formula": "C2H3N4",
  "method": "ωB97M-V/def2-TZVPD",
  "symbols": ["C", "C", "N", "N", "N", "N", "H", "H", "H"],
  "xyz": [[0.066, 0.916, -0.201], [-0.102, -0.355, -0.984], [0.815, -1.156, -0.250], [1.141, -0.067, 0.747], [-0.252, 0.112, 0.989], [-0.560, -1.096, 0.148], [0.093, 1.943, -0.180], [-0.342, -0.635, -2.053], [-0.860, 0.338, 1.785]],
  "mulliken_charge": [-0.21, 0.27, -0.09, -0.25, 0.37, -0.29, 0.46, 0.42, 0.30],
  "smiles": "[C@@H]12[C@H]3N4N1[N@@H+]2N34",
  "charge": 1
}

Result of the stability comparison: 1 is the most stable of them.

1:
{
  "formula": "C2H3N4",
  "method": "ωB97M-V/def2-TZVPD",
  "symbols": ["C", "C", "N", "N", "N", "N", "H", "H", "H"],
  "xyz": [[0.085, 0.082, -1.766], [-0.327, -1.028, -0.303], [-0.323, -1.054, -1.890], [0.415, 0.979, -0.930], [-0.002, 0.214, 0.095], [0.397, 0.655, 1.284], [-0.631, -1.855, 0.238], [0.495, 1.649, 1.200], [-0.108, 0.358, 2.072]],
  "mulliken_charge": [0.60, -0.06, -0.23, -0.70, 0.90, -0.55, 0.43, 0.33, 0.28],
  "charge": 1
}

2:
{
  "formula": "C2H3N4",
  "method": "ωB97M-V/def2-TZVPD",
  "symbols": ["H", "N", "N", "N", "C", "N", "C", "H", "H"],
  "xyz": [[1.830, -0.839, 2.752], [1.555, -1.247, 1.866], [0.694, -0.705, 1.320], [-0.313, -0.374, 0.905], [-0.809, -0.232, -0.401], [-0.546, 0.618, -1.313], [-0.642, 1.478, -1.982], [-1.820, -0.740, -0.575], [0.052, 2.042, -2.572]],
  "mulliken_charge": [0.34, -0.61, 0.94, -0.22, -0.07, 0.18, -0.19, 0.29, 0.34],
  "smiles": "[H]/N=N/N=C\\[N+]#C",
  "charge": 1
}

Result of the stability comparison: 1 is the most stable of them.